{"formula": "C7H21AlO4", "method": "wB97M-V/def2-TZVPD", "species": ["Al", "C", "O", "H", "H", "H", "C", "C", "O", "H", "H", "H", "H", "H", "H", "C", "C", "O", "H", "H", "H", "H", "H", "H", "C", "C", "O", "H", "H", "H", "H", "H", "H"], "positions_angstrom": [[0.7473, 1.8574, -1.1124], [-2.7320, 0.5717, -2.4661], [-1.7166, 0.3954, -1.6108], [-3.6779, 0.7047, -1.9459], [-2.4575, 1.4338, -3.1202], [-2.7883, -0.2536, -3.2142], [-2.1830, 3.4658, 2.7367], [-0.9544, 2.6101, 2.4388], [-1.1036, 2.1195, 1.0822], [-2.2973, 4.3056, 2.0527], [-2.1380, 3.8726, 3.7480], [-3.0937, 2.8694, 2.6407], [-0.8678, 1.7861, 3.1491], [-0.0562, 3.2204, 2.5046], [-1.9051, 1.5828, 1.0754], [2.9998, -2.4907, -2.0451], [2.1752, -1.3867, -2.6971], [1.1574, -0.9110, -1.8093], [2.4169, -3.3957, -1.8887], [3.4477, -2.0897, -1.1333], [3.8833, -2.7340, -2.6382], [1.7118, -1.7710, -3.6133], [2.8041, -0.5650, -3.0378], [0.5219, -1.6363, -1.7186], [0.8431, -2.3839, 1.4088], [0.1664, -1.0204, 1.3217], [1.1425, 0.0199, 1.0971], [0.1477, -3.1747, 1.6937], [1.6205, -2.3488, 2.1739], [1.2579, -2.7048, 0.4531], [-0.3798, -0.8008, 2.2421], [-0.5183, -0.9844, 0.4742], [1.8262, -0.1638, 1.7581]], "mulliken_charge": [1.158, -0.429, -0.190, 0.302, 0.340, 0.345, -1.179, -0.212, -0.317, 0.309, 0.354, 0.389, 0.219, 0.346, 0.248, -1.105, -0.323, -0.314, 0.329, 0.284, 0.404, 0.295, 0.367, 0.247, -1.070, 0.073, -0.416, 0.371, 0.404, 0.123, 0.348, 0.023, 0.277], "e_lumo_ev": -13.390, "total_charge": 2, "molar_mass_da": 196.22}